Record 1
Here is an isolated molecule of C14H20INO5S3 in a non-equilibrium geometry from OMol25. Energies are from the ωB97M-V functional and the def2-TZVPD basis.

Last column: natural (NBO) charge in e.
Geometry (Å):
C1 5.94469 -1.42643 0.99532  -0.162
C2 5.43035 -0.42005 0.51550  -0.087
C3 4.28861 0.64706 0.24102  0.207
C4 4.00100 1.74424 1.34713  -0.534
C5 3.39118 1.22700 2.71512  0.448
O1 2.81022 2.05274 3.39375  -0.498
I1 3.51968 -0.77086 3.53342  0.086
O2 4.95470 1.46317 -0.79963  -0.694
S1 4.82869 0.69183 -2.29244  2.452
O3 4.12653 1.51119 -3.27185  -0.872
O4 6.19424 0.26152 -2.59009  -0.847
O5 3.76430 -0.48087 -1.78144  -0.684
C6 3.04704 0.06790 -0.60593  0.073
C7 2.30040 -1.21670 -0.06860  -0.449
C8 0.96764 -1.38164 -0.98108  -0.404
C9 -0.28973 -1.90523 -0.11511  -0.553
S2 -1.80565 -1.36450 -1.00981  0.286
C10 -2.94509 -0.51639 0.16980  -0.044
S3 -2.52664 -0.31533 1.78044  -0.058
N1 -4.20087 -0.09427 -0.42254  -0.555
C11 -5.33757 -0.98694 -0.06780  -0.209
C12 -6.01817 -0.70608 1.34062  -0.655
C13 -4.49197 1.34759 -0.21278  -0.232
C14 -3.98194 2.11959 -1.54722  -0.633
H1 6.48546 -2.29879 1.45250  0.262
H2 4.91527 2.40764 1.50222  0.288
H3 3.21476 2.44145 0.89890  0.268
H4 2.41972 0.86824 -1.10942  0.238
H5 1.95965 -1.15651 1.00300  0.235
H6 2.91381 -2.14848 -0.29262  0.254
H7 1.15839 -2.17358 -1.76549  0.218
H8 0.72680 -0.41340 -1.52585  0.216
H9 -0.18554 -1.50824 0.93464  0.255
H10 -0.24929 -3.03180 -0.13757  0.231
H11 -6.14452 -0.80656 -0.85691  0.203
H12 -5.07302 -2.09159 -0.17310  0.219
H13 -6.70290 0.19277 1.32172  0.209
H14 -5.30511 -0.63870 2.21038  0.234
H15 -6.69464 -1.60367 1.55416  0.216
H16 -3.93960 1.82714 0.64428  0.220
H17 -5.61385 1.53574 -0.18828  0.213
H18 -3.13144 2.84108 -1.31839  0.209
H19 -3.58463 1.38764 -2.31636  0.223
H20 -4.85587 2.65246 -2.05070  0.210



Record 2
Here is a cluster of 2 separate species, C4H6P2 in total in a non-equilibrium geometry from OMol25. Energies are from the ωB97M-V functional and the def2-TZVPD basis.

Last column: natural (NBO) charge in e.
Geometry (Å):
C1 -1.19492 2.30187 0.36748  -0.751
C2 -1.36918 1.06765 -0.32630  -0.465
P1 -1.84059 -0.16486 -1.19895  0.461
H1 -1.63819 3.03580 -0.21986  0.245
H2 -0.07039 2.57979 0.44873  0.249
H3 -1.88178 2.29494 1.24914  0.253
C3 1.28975 -2.37960 -0.22480  -0.735
C4 1.39586 -1.00653 0.23830  -0.504
P2 1.70514 0.43358 0.60242  0.503
H4 1.78110 -2.33094 -1.20896  0.253
H5 0.21890 -2.58632 -0.24350  0.244
H6 1.60429 -3.24538 0.51631  0.247



Record 3
Here is a structure of composition C24H46AlBCl2N4O4Si in a non-equilibrium geometry from OMol25. Energies are from the ωB97M-V functional and the def2-TZVPD basis.

Last column: Löwdin charge in e.
Geometry (Å):
C1 -0.48039 -1.98203 -3.13090  -0.057
C2 -1.75143 -1.27065 -2.79573  -0.234
H1 -0.66391 -3.02395 -3.40993  0.064
H2 0.19537 -1.94414 -2.26504  0.008
H3 0.04837 -1.49812 -3.96876  0.097
C3 -2.96485 -1.72832 -3.08014  -0.123
C4 -3.29303 -3.01825 -3.76916  -0.095
H4 -3.84828 -1.11680 -2.84887  0.108
H5 -2.41833 -3.64593 -3.96944  0.059
H6 -3.80119 -2.84283 -4.72711  0.077
H7 -3.99506 -3.60432 -3.16375  0.067
Al1 0.02049 0.46987 0.59962  -0.205
Cl1 1.49935 -0.83891 -0.46893  0.384
C5 -1.77288 2.74867 0.25866  -0.270
O1 -1.57586 1.72144 0.95591  -0.020
N1 -2.57321 3.74228 0.64016  -0.137
C6 -3.21554 3.69277 1.94676  -0.010
C7 -3.00103 4.79547 -0.27495  -0.023
H8 -1.25147 2.91800 -0.70106  0.155
H9 -2.74263 2.93484 2.56979  0.096
H10 -4.28518 3.48682 1.84300  0.092
H11 -3.10687 4.67558 2.40477  0.096
H12 -2.45993 4.71348 -1.22057  0.096
H13 -2.79168 5.76196 0.19376  0.095
H14 -4.08048 4.71940 -0.46029  0.087
H15 3.23109 3.07739 4.09520  0.088
H16 5.09979 2.94696 2.40966  0.098
C8 3.01244 2.02349 3.90481  -0.021
C9 4.83117 1.89745 2.22590  -0.020
N2 3.41897 1.66446 2.54177  -0.142
H17 1.94663 1.85682 4.02393  0.087
C10 2.60136 1.07983 1.69311  -0.291
O2 1.46875 0.57541 2.04272  -0.078
H18 4.98855 1.65758 1.17319  0.092
H19 2.92751 1.04422 0.64660  0.102
H20 3.57741 1.42971 4.63059  0.095
H21 5.45873 1.25481 2.86199  0.096
H22 -1.34638 -3.20536 -0.58085  0.098
H23 -3.85966 -2.55710 -0.28378  0.092
C11 -1.22588 -3.14596 0.50900  0.009
C12 -3.63799 -2.60785 0.78927  -0.026
N3 -2.25449 -2.26232 1.04910  -0.134
H24 -0.23512 -2.76045 0.76390  0.075
C13 -1.97034 -1.13416 1.67900  -0.188
O3 -0.79144 -0.68909 1.82276  0.011
H25 -4.29037 -1.91212 1.32751  0.095
H26 -2.82150 -0.58443 2.10925  0.163
H27 -1.39394 -4.14510 0.92704  0.100
H28 -3.83041 -3.62927 1.12398  0.095
O4 -1.06178 -0.03024 -0.84836  -0.210
C14 -1.53561 0.09589 -2.13161  -0.354
C15 -3.76373 0.93869 -1.20436  -0.050
C16 -2.77275 1.00092 -2.17862  -0.194
H29 -3.65642 0.22825 -0.37926  0.111
C17 -4.88599 1.76833 -1.30410  -0.084
H30 -0.76048 0.58047 -2.75210  0.147
C18 -2.92188 1.85043 -3.27478  -0.030
H31 -5.64062 1.74057 -0.51863  0.102
C19 -5.03345 2.62565 -2.39588  -0.111
C20 -4.05129 2.66004 -3.38615  -0.085
H32 -2.14803 1.83640 -4.04705  0.122
H33 -5.90936 3.27079 -2.47504  0.101
H34 -4.15074 3.32304 -4.24546  0.102
Si1 5.70714 -4.45002 -0.09872  0.082
Cl2 4.81680 -5.67006 -1.50864  0.299
C21 4.91721 -4.88148 1.54212  -0.223
C22 5.34788 -2.69763 -0.64202  -0.218
C23 7.54714 -4.82984 -0.09222  -0.221
H35 3.83147 -4.72492 1.49338  0.031
H36 5.32374 -4.25368 2.34589  0.032
H37 5.10190 -5.93351 1.79810  0.031
H38 7.73413 -5.88001 0.17004  0.030
H39 8.07317 -4.20045 0.63880  0.032
H40 7.99100 -4.64516 -1.07959  0.030
H41 4.26677 -2.50641 -0.69778  0.011
H42 5.78452 -2.52103 -1.63466  0.034
H43 5.78928 -1.97966 0.06237  0.029
B1 0.93798 4.56848 2.73200  -0.445
C24 0.83249 3.52812 1.56546  -0.156
N4 0.79996 2.70614 0.71425  0.137
H44 0.69796 4.14567 3.87371  0.012
H45 0.13650 5.48218 2.55168  -0.005
H46 2.05982 5.11274 2.76380  0.012



Record 4
Here is a cluster of 20 separate species, C29H30Cl57NO4 in total in a non-equilibrium geometry from OMol25. Energies are from the ωB97M-V functional and the def2-TZVPD basis.

Last column: Löwdin charge in e.
Geometry (Å):
N1 0.59077 1.44306 4.09542  0.109
C1 0.28027 1.71208 2.75392  -0.235
C2 -0.76945 2.46196 2.38400  0.057
C3 -1.08652 2.73761 0.97545  -0.394
O1 -2.06453 3.37138 0.67016  0.109
C4 -0.15331 2.22399 -0.05502  0.050
C5 0.90441 1.47145 0.27309  -0.128
C6 1.89935 0.99455 -0.76459  -0.163
C7 2.71958 2.18994 -1.30961  -0.154
C8 3.36537 3.07799 -0.21403  -0.090
C9 2.84287 4.50105 -0.26065  -0.526
O2 3.22208 5.29309 -1.06892  0.126
O3 1.88980 4.86228 0.63315  0.112
C10 1.16069 1.11557 1.69974  -0.274
O4 2.07857 0.39020 2.01944  0.101
H1 0.88024 2.30889 4.54753  0.019
H2 1.39239 0.81405 4.11619  0.084
H3 -1.43177 2.86679 3.14871  0.125
H4 -0.30152 2.47117 -1.10718  0.005
H5 1.38196 0.49525 -1.59415  0.047
H6 2.59435 0.27168 -0.33092  0.086
H7 2.01827 2.82022 -1.87383  0.079
H8 3.46897 1.86755 -2.03588  0.099
H9 3.26987 2.65761 0.79399  0.108
H10 4.44118 3.15787 -0.40501  0.121
H11 1.78581 4.18878 1.31914  0.096
C11 -5.03532 0.11000 0.75511  -1.511
Cl1 -3.56640 -0.72363 1.28797  0.481
Cl2 -5.51020 -0.45150 -0.85018  0.528
Cl3 -6.34904 -0.11261 1.90670  0.490
H12 -4.81383 1.16692 0.69140  0.013
C12 -1.73255 -1.79441 5.72302  -1.538
Cl4 -1.03298 -3.32456 5.18978  0.528
Cl5 -0.54150 -0.84093 6.60266  0.518
Cl6 -2.40131 -0.91525 4.34564  0.482
H13 -2.54790 -2.01642 6.39892  0.014
C13 -9.97215 1.11826 3.37401  -1.543
Cl7 -9.37265 2.24343 2.15698  0.526
Cl8 -11.32956 0.18177 2.75044  0.530
Cl9 -8.68381 0.05181 3.93889  0.490
H14 -10.32202 1.69450 4.21994  0.011
C14 -5.94340 -4.03773 2.77448  -1.522
Cl10 -7.61799 -3.59415 3.10753  0.527
Cl11 -5.66018 -4.13315 1.03134  0.533
Cl12 -4.82865 -2.88733 3.50156  0.485
H15 -5.76150 -5.01459 3.20195  0.015
C15 -0.01062 3.09866 -4.79395  -1.518
Cl13 -0.51246 3.22343 -3.09930  0.628
Cl14 1.46447 4.01807 -5.07115  0.537
Cl15 0.19953 1.40673 -5.24208  0.510
H16 -0.79386 3.51799 -5.41189  -0.041
C16 2.45365 -2.15835 -3.41744  -1.522
Cl16 0.85011 -1.43783 -3.18797  0.542
Cl17 2.70744 -2.60168 -5.10147  0.541
Cl18 3.72224 -1.06797 -2.86742  0.566
H17 2.49377 -3.05947 -2.82019  0.014
C17 -2.49766 2.42306 -8.45323  -1.550
Cl19 -2.99230 2.61510 -6.76980  0.543
Cl20 -0.98977 3.28098 -8.78420  0.528
Cl21 -2.35225 0.71618 -8.87033  0.538
H18 -3.27892 2.85257 -9.07024  -0.092
C18 -5.51265 -5.92266 -2.39408  -1.544
Cl22 -3.98928 -5.61261 -3.22310  0.537
Cl23 -6.87672 -5.71659 -3.49928  0.552
Cl24 -5.51983 -7.52678 -1.66314  0.529
H19 -5.62002 -5.19342 -1.60246  -0.040
C19 -0.60217 3.43621 7.46055  -1.504
Cl25 -1.72531 2.45534 6.52406  0.529
Cl26 -0.10677 2.59212 8.92499  0.503
Cl27 0.82700 3.87300 6.51042  0.533
H20 -1.10378 4.35108 7.74637  0.017
C20 -6.86800 3.22663 -8.86516  -1.518
Cl28 -7.19374 1.53849 -9.26065  0.556
Cl29 -6.76460 3.45506 -7.12563  0.544
Cl30 -5.38715 3.76968 -9.66789  0.581
H21 -7.68627 3.82848 -9.23724  0.014
C21 4.40188 2.58439 8.62413  -1.547
Cl31 3.73817 1.68438 7.25707  0.505
Cl32 6.07693 3.03703 8.31673  0.534
Cl33 3.42192 4.00562 8.98847  0.506
H22 4.38236 1.93467 9.48892  0.013
C22 2.70050 2.21492 -9.48671  -1.551
Cl34 4.41379 1.80035 -9.55404  0.530
Cl35 2.27149 2.87740 -7.91148  0.475
Cl36 2.27629 3.34177 -10.77867  0.517
H23 2.13011 1.30740 -9.63608  0.013
C23 5.38663 -0.69470 2.07802  -1.527
Cl37 6.16271 0.13549 3.42830  0.536
Cl38 5.78675 0.09179 0.54689  0.557
Cl39 5.84610 -2.39823 2.04559  0.539
H24 4.31615 -0.63127 2.20848  -0.017
C24 -0.28520 3.56148 13.32968  -1.552
Cl40 0.81893 3.48589 11.95563  0.491
Cl41 -1.22482 5.05292 13.29464  0.527
Cl42 -1.34423 2.15173 13.35760  0.526
H25 0.30408 3.55717 14.23680  0.011
C25 -8.43311 -1.55747 -10.78120  -1.578
Cl43 -6.86740 -1.66215 -11.58658  0.520
Cl44 -9.74474 -1.51043 -11.95846  0.529
Cl45 -8.64957 -2.89189 -9.64971  0.529
H26 -8.45964 -0.63485 -10.21748  -0.056
C26 9.29162 -0.67998 -0.59240  -1.576
Cl46 9.76625 -2.36137 -0.82790  0.499
Cl47 10.56539 0.21331 0.24305  0.520
Cl48 8.89403 0.08946 -2.12868  0.530
H27 8.40465 -0.66446 0.02833  -0.053
C27 9.44214 -2.95410 4.12227  -1.536
Cl49 10.18930 -2.10911 5.47660  0.538
Cl50 9.84212 -2.17661 2.59417  0.514
Cl51 9.92464 -4.65587 4.10662  0.548
H28 8.36780 -2.91268 4.25004  -0.003
C28 12.98655 -4.74098 1.77466  -1.568
Cl52 13.45651 -6.43487 1.61630  0.525
Cl53 14.21248 -3.82789 2.65364  0.525
Cl54 12.67610 -4.02012 0.19678  0.510
H29 12.06778 -4.69981 2.34509  -0.057
C29 -7.83666 -9.28511 -4.30478  -1.572
Cl55 -7.76740 -10.03914 -2.71431  0.506
Cl56 -6.79968 -10.13573 -5.45039  0.526
Cl57 -9.49720 -9.20838 -4.89551  0.525
H30 -7.46826 -8.27278 -4.20778  -0.062



| no. | orbital gap (eV) | lowest unoccupied orbital energy (hartree) |
| --- | --- | --- |
| 1 | 8.38 | -0.014 |
| 2 | 9.46 | 0.023 |
| 3 | 8.57 | 0.014 |
| 4 | 8.05 | -0.061 |